Entry 1:
60
Properties=species:S:1:pos:R:3:forces:R:3:lowdin_charge:R:1 method="wB97M-V/def2-TZVPD" lumo_energy_ev=-4.133 e_homo_ev=-11.020 charge=+1 de_lowest_kj_mol=127.0 orbital_gap_ev=6.89
Ca -31.3581 0.5673 -25.4926 -1.0019 0.5390 0.1737 1.68
B -34.0269 1.7703 -25.3078 -1.4841 0.1841 0.4212 -1.26
F -35.2818 1.5369 -24.7777 0.5280 -0.1581 0.0418 0.17
F -33.6590 0.6475 -26.1429 0.7338 -0.1183 -0.2370 0.01
F -34.0122 2.9584 -26.0014 0.4623 -0.1987 -0.2558 0.18
F -33.0123 1.7507 -24.2977 0.2154 0.2329 -0.1448 0.02
C -37.4031 -0.7400 -26.2227 0.4820 0.0943 0.6773 -0.09
C -38.4580 0.2995 -25.8489 -0.0013 -0.0773 -0.4166 -0.32
O -39.0214 0.9716 -26.9624 0.0839 -0.0319 0.1310 -0.08
H -36.6154 -0.3871 -26.8934 -0.3043 0.3275 -0.1632 0.06
H -37.8217 -1.6538 -26.6384 -0.0859 0.0039 0.0092 0.07
H -36.8653 -0.9557 -25.2871 -0.1570 -0.3947 -0.1409 0.06
H -38.0252 1.0052 -25.1316 -0.0338 0.0948 -0.0867 0.10
H -39.2889 -0.1997 -25.3498 0.0248 -0.0316 0.0757 0.11
H -38.4049 1.6712 -27.2111 0.0723 0.0780 -0.1034 0.04
C -34.3690 5.7226 -23.3170 0.1919 0.3269 -0.1073 -0.09
C -34.8365 4.3911 -22.7816 0.3464 0.3564 0.9474 -0.34
O -36.0023 3.9788 -23.4556 0.2674 -0.3219 -0.0744 -0.05
H -33.4395 6.0415 -22.8343 -0.0856 -0.0414 0.0925 0.07
H -35.1238 6.4822 -23.1115 0.0147 0.0150 -0.0826 0.08
H -34.1880 5.7084 -24.3935 -0.0906 -0.1622 -0.0144 0.07
H -35.0492 4.5237 -21.7090 -0.1683 0.0133 -0.0988 0.11
H -34.0135 3.6591 -22.7690 -0.2553 -0.1251 -0.5564 0.10
H -35.9133 3.0380 -23.6371 -0.2538 0.0105 -0.1171 0.05
C -31.9642 -0.1515 -21.2022 0.0074 0.2173 -0.3167 -0.05
C -31.1899 -0.7119 -22.3830 -0.7214 0.2313 0.0307 -0.24
O -32.0049 -0.6516 -23.6030 0.6762 -0.3647 0.0787 -0.23
H -32.3603 0.8342 -21.4583 0.0206 -0.0441 -0.0221 0.08
H -31.3097 -0.0228 -20.3414 -0.0142 -0.1927 0.0601 0.09
H -32.8109 -0.7826 -20.9359 0.0756 -0.0898 0.0826 0.09
H -30.8979 -1.7496 -22.2453 0.2691 0.0397 0.1115 0.12
H -30.3235 -0.0801 -22.5841 0.1446 -0.2019 -0.0695 0.11
H -32.7570 -1.2444 -23.4948 -0.1464 0.0941 -0.0327 0.12
C -30.9132 4.6362 -25.0443 0.2441 0.1179 -0.3342 -0.05
C -29.8163 3.6063 -24.9411 0.1652 0.5413 0.1701 -0.25
O -30.2955 2.3339 -24.4339 0.4413 -0.3184 -0.0158 -0.22
H -31.7323 4.2842 -25.6701 -0.1112 -0.0083 0.1238 0.06
H -30.4736 5.5170 -25.5225 -0.1223 0.0098 0.0462 0.10
H -31.2815 4.9497 -24.0701 -0.1238 -0.1137 0.0451 0.08
H -29.0157 3.9754 -24.2964 -0.0280 -0.2078 0.0823 0.13
H -29.3510 3.4212 -25.9067 -0.1071 -0.2221 -0.0428 0.10
H -30.3827 2.3986 -23.4769 -0.1307 0.1408 0.0238 0.11
C -36.1026 3.4081 -29.7749 -0.2649 -0.1309 0.2786 -0.08
C -36.7097 3.9913 -28.4855 0.1770 -0.7546 -0.2740 -0.26
O -36.8787 2.9794 -27.4848 0.0089 0.0469 -0.0772 -0.09
H -35.5643 4.1668 -30.3422 -0.0336 0.0150 -0.0780 0.07
H -36.8943 2.9891 -30.3965 0.0567 0.0680 -0.0855 0.07
H -35.4369 2.5708 -29.5511 0.1436 0.1616 0.1303 0.06
H -37.7135 4.3377 -28.7171 0.0440 0.3696 0.1457 0.11
H -36.0910 4.7974 -28.0931 -0.1252 0.1425 0.0246 0.11
H -36.1283 2.9983 -26.8834 -0.0078 0.0362 0.0382 0.06
C -32.1344 3.3807 -29.0140 0.3163 0.0396 0.0857 -0.04
C -32.0164 1.9616 -28.4938 -0.0251 0.2179 -0.4157 -0.23
O -31.0449 1.9147 -27.3897 -0.1517 -0.4534 0.0161 -0.22
H -32.0608 4.0698 -28.1706 -0.1202 0.0579 -0.0651 0.08
H -33.0763 3.5730 -29.5219 -0.0962 -0.1918 0.0314 0.07
H -31.3356 3.5995 -29.7264 0.0217 0.0615 0.0922 0.09
H -31.6671 1.2777 -29.2683 -0.0457 -0.0197 0.0211 0.12
H -32.9565 1.5932 -28.0993 0.0355 0.0321 0.1864 0.10
H -30.2455 2.3623 -27.6851 0.0264 0.0573 -0.0465 0.10

---

Entry 2:
64
Properties=species:S:1:pos:R:3:forces:R:3:lowdin_charge:R:1 method="wB97M-V/def2-TZVPD" lumo_energy_ev=0.810 e_homo_ev=-5.858 charge=-1 orbital_gap_ev=6.67
O 24.2292 -2.6177 -28.9553 -0.4923 0.5232 0.4312 -0.31
V 25.7393 -2.6015 -29.3801 0.9190 0.1382 -2.6801 0.83
O 26.3357 -1.1544 -29.5781 -0.9253 0.1473 0.9725 -0.28
O 30.0268 -3.0601 -29.2667 -1.1673 -1.7976 0.3233 -0.28
V 29.0724 -4.2722 -29.6653 0.7593 1.4154 -6.5471 1.02
O 29.6938 -4.7830 -31.1265 -1.2383 0.6595 4.4227 -0.29
S 26.6716 -3.2463 -31.9571 0.9924 -2.5635 -6.8678 0.20
O 25.3449 -2.9918 -31.4450 -3.0104 0.6864 3.6623 -0.33
O 27.5313 -3.2485 -30.7731 2.7180 -0.4400 5.1848 -0.44
O 26.7120 -4.5618 -32.5962 0.0033 -0.5534 0.9803 -0.34
O 27.0516 -2.2542 -32.9064 0.6092 1.4716 -0.0318 -0.28
B 26.8147 -3.6551 -27.6418 0.3660 -0.6120 -0.0430 -0.41
H 27.6225 -3.5665 -28.3516 3.2250 -0.0179 -2.5132 -0.04
H 25.9904 -4.2488 -28.0057 -2.8740 -2.2212 -1.8419 0.00
H 27.1218 -4.1319 -26.7239 0.5827 -1.6853 2.7710 0.01
H 26.5363 -2.6273 -27.4676 -1.2146 3.9791 0.7935 0.02
C 27.6721 -1.9553 -24.2508 1.6611 0.6122 -1.2251 -0.03
C 29.1171 -2.4193 -24.7322 -1.5604 0.1301 0.7069 -0.44
C 29.9747 -2.6791 -23.5025 0.2468 -0.6850 -1.2475 -0.06
O 28.9559 -3.6119 -25.5038 0.7229 -0.5515 0.9949 -0.09
H 27.2194 -2.5889 -23.4882 0.2004 -0.2519 -0.2522 0.07
H 27.0866 -1.8941 -25.1682 -0.5081 -0.0819 0.2634 0.07
H 27.7339 -0.9407 -23.8572 0.0005 0.0623 0.1025 0.07
H 29.5984 -1.7448 -25.4404 -0.2062 0.7601 0.3947 0.14
H 30.1815 -1.7886 -22.9089 -0.4011 -0.0980 0.0693 0.08
H 30.9324 -3.0652 -23.8516 0.1526 -0.1259 0.1741 0.07
H 29.4486 -3.4842 -22.9896 0.2426 0.1730 0.5866 0.08
H 28.1681 -3.5008 -26.0411 0.0481 0.1537 -0.1146 -0.02
C 24.7950 -4.8811 -23.9374 1.0333 0.2904 0.6165 -0.05
C 24.6893 -5.3675 -25.3632 -0.5541 1.7066 0.4462 -0.50
C 23.5843 -6.3342 -25.4386 -1.0151 -1.7964 -0.7136 -0.07
O 24.2802 -4.2184 -26.1071 -0.2153 -0.1708 -0.2326 -0.05
H 23.8356 -4.5791 -23.5173 -0.1019 -0.0042 -0.2778 0.09
H 25.4454 -4.0068 -23.9650 -0.0068 0.0858 0.2622 0.06
H 25.2432 -5.5989 -23.2504 0.0271 -0.2228 -0.0129 0.07
H 25.6499 -5.7340 -25.7251 0.0391 -0.2352 -0.0597 0.12
H 23.7685 -7.1931 -24.7932 -0.0219 -0.0722 0.1648 0.08
H 23.4044 -6.7334 -26.4368 0.3076 -0.0016 -0.2434 0.08
H 22.6179 -5.9043 -25.1754 0.1979 0.3210 0.3217 0.09
H 25.0021 -3.8877 -26.6466 -0.1059 0.0225 0.0337 0.01
C 28.4995 -9.0888 -25.3555 -1.1437 -0.5184 -0.6951 -0.05
C 27.9551 -7.6879 -25.3224 0.5131 1.2509 0.4962 -0.51
C 27.9381 -7.1289 -23.8945 -0.0080 -0.6682 0.0740 -0.05
O 28.8200 -6.8307 -26.0414 0.3487 -0.0706 -0.8847 -0.05
H 28.0001 -9.6084 -24.5378 0.6111 -0.3143 0.2820 0.08
H 29.5844 -9.1752 -25.4166 -0.1053 0.1756 0.5249 0.09
H 28.0841 -9.5678 -26.2421 0.2923 -0.1599 -0.2174 0.06
H 26.9845 -7.6878 -25.8186 -0.4157 0.0555 0.2211 0.11
H 27.9728 -6.0429 -23.8079 -0.2560 0.0845 -0.3806 0.07
H 28.8798 -7.4895 -23.4808 -0.0653 0.0245 0.4651 0.08
H 27.0906 -7.4971 -23.3164 0.0738 -0.1071 0.1370 0.08
H 28.5953 -5.9357 -25.7765 0.2251 0.4458 -0.0632 0.05
C 25.4290 -6.9714 -29.7857 -1.1245 -0.7305 0.8424 -0.01
C 26.7224 -6.9072 -29.0943 1.8149 -1.1386 2.2501 -0.50
C 27.5079 -8.2089 -28.9644 -0.8634 -1.1140 -0.2142 -0.03
O 27.5825 -6.0330 -29.7763 0.6148 1.2650 -0.2742 -0.11
H 24.8608 -6.1084 -29.4385 -0.0950 0.4746 -1.2787 0.10
H 24.8123 -7.7805 -29.3944 0.2067 -0.4149 0.1019 0.09
H 25.6033 -7.2112 -30.8346 -0.5042 0.7514 -0.2549 0.11
H 26.6326 -6.5180 -28.0802 -0.2067 0.2422 0.0286 0.12
H 28.5830 -8.0849 -28.8345 -0.2104 0.2476 0.1978 0.09
H 27.3406 -8.8407 -29.8368 0.1903 0.1002 -0.4559 0.08
H 27.0964 -8.8331 -28.1713 0.1123 0.1365 0.3550 0.07
H 27.4081 -6.2689 -30.6904 0.5586 0.8318 -1.0317 0.09

---

Entry 3:
87
Properties=species:S:1:pos:R:3:forces:R:3:lowdin_charge:R:1 method="wB97M-V/def2-TZVPD" lumo_energy_ev="-4.038 / -5.297" e_homo_ev="-13.313 / -13.186" charge=+1 spin_multiplicity=6 s_squared=8.76 de_lowest_kj_mol=0.0 orbital_gap_ev="9.28 / 7.89"
Fe 0.2459 1.1629 0.6595 0.1704 -2.9403 -1.1431 0.98
N 1.0580 1.5412 2.3625 4.1471 0.3180 2.7811 -0.34
S 0.6190 2.1086 3.7774 -7.3530 2.8613 2.7004 0.49
O 1.0089 3.4735 4.0806 1.0553 -2.7162 0.1004 -0.20
O 0.3342 1.0585 4.7260 1.6992 1.0369 -0.4970 -0.23
F -0.8636 2.4299 3.3075 -0.5539 -0.1272 -0.4759 -0.18
S 2.7087 1.5323 2.8850 5.7487 -1.0665 -3.5809 0.62
O 3.2041 0.5443 3.8384 -2.2277 1.9343 -0.9464 -0.22
O 3.3749 2.8115 2.7382 -1.6876 -1.3850 1.0754 -0.23
F 3.1912 0.8698 1.5114 -0.1907 -0.4467 -0.0708 -0.21
N -0.7951 2.6423 0.2018 -2.4705 5.7795 -1.4965 -0.33
S -0.3997 4.3405 0.0580 7.8100 3.4065 1.4938 0.62
O -0.8392 5.1972 1.1210 -1.1509 -0.9818 -1.4874 -0.18
O 0.0020 4.8983 -1.2394 -1.5533 -1.7576 2.3479 -0.23
F 1.0218 3.9353 0.6933 0.4675 0.2604 -0.2944 -0.22
S -2.2207 3.1136 -0.3296 -9.3404 -4.0638 -2.5112 0.54
O -2.3164 3.4548 -1.7770 1.1098 0.2599 3.7825 -0.24
O -3.1879 3.6841 0.6460 3.2857 -0.5950 -2.2824 -0.24
F -2.8424 1.6300 -0.4350 0.1789 0.0110 0.2740 -0.21
C 0.6400 -1.4790 -3.6113 0.3294 0.6126 -0.4459 -0.06
O -0.6226 -1.6808 -2.9657 -0.5954 1.1171 1.6051 -0.23
P -1.3052 -0.3997 -2.2290 -1.4924 -0.3115 0.5580 0.54
O -0.6119 0.1889 -1.0183 -0.7678 -1.1247 -2.7940 -0.29
O -1.5427 0.6344 -3.3993 1.0094 0.4574 1.6191 -0.22
C -2.5055 0.4440 -4.4244 -0.3588 0.0082 -0.5563 -0.05
O -2.8246 -0.8944 -1.9292 1.9834 -0.1286 0.0286 -0.20
C -3.2298 -2.2704 -1.9041 -0.8837 -0.4181 0.1553 -0.07
H 0.4633 -1.6960 -4.6648 0.3830 -0.1862 0.0993 0.11
H 1.4462 -2.0577 -3.1606 -0.3926 -0.4173 -0.0209 0.08
H 0.9815 -0.4473 -3.5266 -0.1455 0.1638 -0.0506 0.07
H -2.8752 -0.5797 -4.3655 0.0054 0.0839 -0.5572 0.09
H -2.0075 0.7194 -5.3540 -0.0429 -0.5327 -0.0802 0.10
H -3.3433 1.1355 -4.3352 0.0862 -0.0048 0.5106 0.10
H -4.1101 -2.3712 -2.5389 0.4381 0.0413 -0.7266 0.10
H -3.6862 -2.5688 -0.9603 0.6883 0.4778 0.4959 0.06
H -2.4252 -2.9617 -2.1549 -0.1673 0.1775 -0.1857 0.08
C 2.8338 -3.8557 -0.8503 -0.3263 -0.6143 -0.4360 -0.08
O 2.3074 -2.5444 -0.6150 -0.9257 1.3320 0.5503 -0.23
P 1.1508 -2.1681 0.4606 0.8032 -0.7595 0.2212 0.58
O 1.0890 -0.6912 0.7520 0.4973 -2.7833 -0.4835 -0.28
O -0.2262 -2.7692 -0.1181 1.2315 2.2238 1.3665 -0.20
C -0.4143 -4.1468 -0.1552 0.0906 -2.2626 -0.5908 -0.11
O 1.5406 -3.1291 1.7206 -0.9084 1.0737 -1.2084 -0.22
C 2.8489 -3.0141 2.2890 1.4311 0.3660 0.6024 -0.08
H 2.4216 -4.5454 -0.1137 0.5954 -0.0808 0.0703 0.09
H 3.9197 -3.8388 -0.9442 0.0002 0.2739 0.8474 0.10
H 2.5548 -4.2335 -1.8339 -0.6077 0.2983 -0.0964 0.09
H -1.4660 -4.4324 -0.1321 -0.0506 0.5324 0.2623 0.10
H 0.1143 -4.6718 0.6404 -0.1941 0.1417 0.1504 0.09
H -0.0351 -4.5417 -1.0977 0.0917 0.0320 -0.1615 0.10
H 2.8514 -2.7222 3.3392 -0.7228 0.3235 -0.1206 0.10
H 3.4737 -2.2970 1.7567 -0.1815 0.1616 -0.0775 0.09
H 3.4231 -3.9404 2.3082 -0.5932 -0.4356 -0.5502 0.10
C 1.1441 2.8741 -3.5099 -2.3027 -0.3079 -0.3747 -0.10
O 2.3357 3.0314 -2.8019 1.5012 -1.2644 2.0798 -0.16
P 2.7236 2.0451 -1.5826 1.3331 0.4457 -1.5499 0.54
O 1.6310 1.6717 -0.6215 0.8748 0.7585 -0.6540 -0.28
O 3.2348 0.7266 -2.3360 -0.6192 1.2994 0.6459 -0.20
C 4.2935 -0.1090 -1.8480 0.0947 -0.4074 -0.4917 -0.06
O 4.0341 2.7256 -1.0072 -0.9300 -2.6569 -1.4623 -0.18
C 4.1633 3.9372 -0.3326 -0.8749 1.7764 1.0006 -0.07
H 0.6777 1.8974 -3.3807 0.1029 -0.1933 0.4087 0.06
H 1.2315 2.9387 -4.5945 0.6974 0.5271 0.1474 0.11
H 0.4429 3.6080 -3.1125 -0.0961 -0.0031 -0.4100 0.08
H 4.1270 -1.0825 -2.3093 -0.1137 -0.0204 0.1944 0.08
H 4.2696 -0.2055 -0.7626 0.1803 0.1395 -0.0871 0.09
H 5.2321 0.2589 -2.2624 0.0565 0.1629 0.4857 0.10
H 4.7468 3.7870 0.5757 -0.1740 -0.0422 -0.1075 0.10
H 3.1539 4.2813 -0.1071 0.2291 0.2526 0.5165 0.08
H 4.6088 4.7252 -0.9399 0.2373 -0.4135 -0.2995 0.10
C -4.5471 -2.1557 1.5799 -0.1464 -0.2874 -0.0901 -0.05
O -3.4909 -1.2272 1.1739 0.7186 0.0634 0.3766 -0.22
P -2.4452 -0.5501 2.1711 -1.5933 -1.3854 2.1043 0.54
O -1.3681 0.2612 1.5551 -0.5211 -0.3236 -0.0401 -0.26
O -3.3944 0.2559 3.1931 2.1470 -1.0582 -0.5300 -0.21
C -4.3308 1.2375 2.7621 -1.1223 0.3462 -0.3086 -0.07
O -1.8857 -1.8344 3.0296 -1.2850 2.3983 -2.0941 -0.21
C -1.6371 -1.7060 4.4187 0.4085 -0.5413 1.2487 -0.09
H -4.3230 -3.1369 1.1614 0.0269 0.2208 -0.3748 0.08
H -5.5024 -1.7746 1.2189 0.2788 0.0652 -0.3280 0.10
H -4.7182 -2.3816 2.6324 0.7567 0.7721 0.3550 0.10
H -5.3057 0.7745 2.9151 -0.1280 0.2419 -0.0311 0.10
H -4.2492 1.5256 1.7140 0.3065 -0.1796 0.0070 0.07
H -4.2687 2.1468 3.3598 0.3190 -0.2631 0.1194 0.11
H -1.6817 -0.6957 4.8253 0.2534 0.0660 -0.4170 0.08
H -0.6585 -2.1644 4.5615 -0.0122 0.2927 0.3243 0.10
H -2.3755 -2.2875 4.9707 -0.0561 -0.1070 -0.1340 0.09